Below is C16H20N3OV as an isolated structure in a non-equilibrium geometry, with properties calculated with ωB97M-V/def2-TZVPD.

- LUMO (Eh) = -0.3474
- ΔE to the lowest compared entry with this formula, charge and spin (kJ/mol) = 0.0
- orbital gap (eV) = 6.4
- charge = +2
- DFT total energy (hartree) = -1804.5561
- multiplicity = 1

Atoms and positions in Å:
V1 0.423 -0.764 1.159
C1 2.181 1.706 0.612
N1 2.053 0.206 0.501
C2 3.295 -0.511 0.985
C3 1.878 -0.214 -0.942
C4 2.888 0.116 -1.844
C5 2.769 -0.235 -3.172
C6 1.656 -0.952 -3.602
C7 0.676 -1.315 -2.705
C8 0.748 -0.914 -1.369
N2 -0.245 -1.365 -0.425
C9 -1.554 -0.754 -0.460
C10 -2.433 -1.044 -1.504
C11 -3.712 -0.530 -1.510
C12 -4.166 0.237 -0.442
C13 -3.326 0.493 0.623
C14 -2.020 0.007 0.614
N3 -1.136 0.330 1.795
C15 -1.768 -0.366 2.979
C16 -1.030 1.820 2.012
H1 3.106 2.015 0.129
H2 2.218 2.006 1.659
H3 1.334 2.168 0.112
H4 4.169 -0.089 0.494
H5 3.192 -1.570 0.769
H6 3.413 -0.361 2.057
H7 3.766 0.660 -1.524
H8 3.549 0.039 -3.869
H9 1.567 -1.252 -4.637
H10 -0.150 -1.929 -3.030
H11 -2.111 -1.689 -2.307
H12 -4.369 -0.751 -2.340
H13 -5.174 0.627 -0.433
H14 -3.695 1.080 1.452
H15 -2.709 0.121 3.220
H16 -1.116 -0.283 3.848
H17 -1.919 -1.413 2.730
H18 -2.006 2.204 2.299
H19 -0.707 2.292 1.088
H20 -0.324 2.032 2.815
O1 0.789 -1.855 2.163

=====

Below is C72H57GaNP4Si as an isolated structure, with properties calculated with ωB97M-V/def2-TZVPD.

- LUMO (Eh) = -0.0703
- ΔE to the lowest compared entry with this formula, charge and spin (kJ/mol) = 92.6
- orbital gap (eV) = 7.9
- charge = +1
- DFT total energy (hartree) = -6412.2369
- multiplicity = 1

Atoms and positions in Å:
Ga1 0.022 -0.070 0.087
C1 6.523 0.552 -1.302
C2 5.583 1.565 -1.433
C3 4.234 1.258 -1.508
C4 3.808 -0.071 -1.456
C5 4.752 -1.080 -1.294
C6 6.103 -0.768 -1.233
P1 2.002 -0.372 -1.511
C7 1.527 0.701 -2.920
C8 1.041 1.973 -2.605
C9 0.756 2.884 -3.612
C10 0.966 2.542 -4.941
C11 1.458 1.284 -5.257
C12 1.731 0.365 -4.255
C13 1.793 -2.117 -2.040
C14 2.646 -2.630 -3.026
C15 2.610 -3.964 -3.390
C16 1.728 -4.822 -2.749
C17 0.866 -4.324 -1.790
C18 0.862 -2.975 -1.424
Si1 -0.566 -2.364 -0.323
C19 -2.022 -2.787 -1.476
C20 -2.467 -4.115 -1.564
C21 -3.512 -4.479 -2.391
C22 -4.139 -3.518 -3.178
C23 -3.695 -2.211 -3.136
C24 -2.639 -1.838 -2.292
P2 -1.983 -0.129 -2.364
C25 -3.406 0.900 -1.864
C26 -4.611 0.398 -1.382
C27 -5.635 1.265 -1.019
C28 -5.460 2.637 -1.114
C29 -4.241 3.147 -1.540
C30 -3.222 2.281 -1.904
C31 -1.927 0.063 -4.201
C32 -1.314 -0.965 -4.924
C33 -1.291 -0.938 -6.308
C34 -1.864 0.126 -6.993
C35 -2.443 1.166 -6.283
C36 -2.473 1.138 -4.893
C37 -1.119 -2.890 1.423
C38 -2.349 -3.521 1.644
C39 -2.979 -3.466 2.879
C40 -2.402 -2.753 3.920
C41 -1.160 -2.167 3.740
C42 -0.496 -2.268 2.517
P3 1.077 -1.356 2.312
C43 2.268 -2.555 1.584
C44 2.104 -3.934 1.513
C45 3.167 -4.748 1.144
C46 4.409 -4.195 0.873
C47 4.584 -2.819 0.950
C48 3.516 -2.003 1.283
C49 1.780 -1.387 4.021
C50 1.873 -2.586 4.731
C51 2.402 -2.598 6.009
C52 2.854 -1.416 6.591
C53 2.772 -0.227 5.888
C54 2.239 -0.214 4.603
H1 7.577 0.791 -1.251
H2 5.901 2.599 -1.478
H3 3.511 2.056 -1.621
H4 4.444 -2.113 -1.220
H5 6.831 -1.563 -1.128
H6 0.878 2.247 -1.570
H7 0.376 3.866 -3.355
H8 0.744 3.249 -5.730
H9 1.626 1.011 -6.291
H10 2.090 -0.618 -4.529
H11 3.368 -1.980 -3.502
H12 3.282 -4.333 -4.154
H13 1.708 -5.875 -3.003
H14 0.179 -5.010 -1.307
H15 -1.997 -4.888 -0.964
H16 -3.843 -5.509 -2.426
H17 -4.953 -3.794 -3.836
H18 -4.158 -1.468 -3.775
H19 -4.764 -0.668 -1.281
H20 -6.570 0.862 -0.650
H21 -6.269 3.307 -0.852
H22 -4.080 4.218 -1.579
H23 -2.265 2.676 -2.220
H24 -0.876 -1.807 -4.398
H25 -0.825 -1.750 -6.854
H26 -1.864 0.140 -8.076
H27 -2.889 2.000 -6.812
H28 -2.952 1.946 -4.358
H29 -2.851 -4.032 0.839
H30 -3.940 -3.948 3.011
H31 -2.915 -2.650 4.867
H32 -0.694 -1.640 4.562
H33 1.152 -4.384 1.773
H34 3.027 -5.821 1.087
H35 5.243 -4.835 0.615
H36 5.555 -2.382 0.751
H37 3.652 -0.928 1.350
H38 1.538 -3.512 4.282
H39 2.464 -3.531 6.554
H40 3.273 -1.430 7.589
H41 3.119 0.695 6.339
H42 2.184 0.714 4.045
N1 -0.128 1.710 0.346
P4 -0.602 2.507 1.612
C55 -2.267 2.150 2.254
C56 -2.764 0.852 2.185
C57 -4.019 0.550 2.693
C58 -4.785 1.546 3.281
C59 -4.299 2.844 3.354
C60 -3.048 3.148 2.837
C61 -0.585 4.274 1.218
C62 -0.389 5.248 2.196
C63 -0.399 6.592 1.849
C64 -0.597 6.969 0.529
C65 -0.790 6.002 -0.449
C66 -0.779 4.659 -0.105
C67 0.478 2.421 3.071
C68 1.850 2.530 2.841
C69 2.731 2.610 3.907
C70 2.247 2.550 5.210
C71 0.891 2.381 5.443
C72 0.001 2.326 4.376
H43 -2.172 0.064 1.732
H44 -4.396 -0.462 2.625
H45 -5.767 1.313 3.673
H46 -4.897 3.623 3.810
H47 -2.682 4.165 2.883
H48 -0.225 4.956 3.227
H49 -0.244 7.346 2.611
H50 -0.587 8.018 0.260
H51 -0.943 6.295 -1.481
H52 -0.901 3.890 -0.851
H53 2.213 2.552 1.819
H54 3.793 2.724 3.729
H55 2.934 2.617 6.045
H56 0.520 2.294 6.457
H57 -1.062 2.222 4.557